Here is 3 unconnected molecules or ions with the total composition C5H12O3 at a distorted geometry from the Open Molecules 2025 dataset. Energies are from ωB97M-V/def2-TZVPD.

```
! wB97M-V def2-TZVPD RIJCOSX def2/J DEFGRID3
* xyz 0 1
C -0.26 2.52 -0.89
C -0.05 3.90 -0.45
C -0.63 -0.60 0.99
O -0.55 -2.04 0.95
C -0.20 -0.02 -0.38
C 0.22 1.43 -0.20
H -0.69 2.44 -1.92
H 0.32 4.03 0.59
H -0.45 4.68 -1.10
H -1.55 -0.20 1.36
H 0.16 -0.23 1.60
H -0.85 -0.11 -1.29
H 0.78 -0.41 -0.72
H 0.78 1.76 0.75
H 0.99 -2.46 1.36
H 2.25 -3.18 1.94
O 1.95 -2.67 1.18
H -1.20 -3.31 -1.80
H -0.59 -2.66 -0.51
O -0.42 -2.87 -1.46
*
```

The value obtained for the LUMO energy is -3.565 eV. The energy above the lowest of the compared OMol25 structures with the same formula, charge and spin comes out at 6.347 eV. The highest occupied orbital energy comes out at -7.9 eV. As for the gap between HOMO and LUMO: 0.1609 Eh.